No. 1
{
  "formula": "C19H24AgClN3OSSi",
  "method": "ωB97M-V with the def2-TZVPD basis set",
  "species": ["Ag", "C", "N", "C", "C", "N", "C", "S", "C", "C", "C", "C", "C", "N", "H", "H", "H", "H", "H", "H", "H", "H", "H", "Cl", "C", "C", "C", "C", "C", "C", "C", "H", "H", "H", "H", "H", "H", "C", "Si", "C", "C", "O", "H", "H", "H", "H", "H", "H", "H", "H", "H"],
  "coordinates": [[-0.42, 1.39, -0.06], [-1.09, -3.60, -2.27], [0.26, -3.09, -2.24], [1.42, -3.84, -2.09], [2.44, -2.98, -2.02], [1.92, -1.70, -2.11], [0.55, -1.76, -2.24], [-0.55, -0.52, -2.41], [2.68, -0.52, -1.86], [3.87, -0.32, -2.54], [4.62, 0.79, -2.19], [4.15, 1.64, -1.20], [2.93, 1.35, -0.60], [2.21, 0.29, -0.93], [-1.04, -4.68, -2.44], [-1.64, -3.12, -3.08], [-1.59, -3.39, -1.33], [1.40, -4.91, -2.04], [3.50, -3.15, -1.87], [4.19, -1.01, -3.31], [5.56, 0.99, -2.69], [4.71, 2.51, -0.90], [2.52, 1.95, 0.20], [-6.66, 3.64, 2.51], [-5.23, 3.41, 1.51], [-5.26, 2.51, 0.46], [-4.13, 2.35, -0.33], [-2.94, 3.06, -0.10], [-1.75, 2.87, -0.93], [-2.96, 3.96, 0.98], [-4.08, 4.14, 1.78], [-6.16, 1.95, 0.26], [-4.15, 1.63, -1.14], [-1.14, 3.78, -0.99], [-2.01, 2.54, -1.94], [-2.06, 4.52, 1.21], [-4.07, 4.84, 2.60], [2.38, -1.21, 3.09], [0.73, -0.69, 2.33], [0.29, -2.11, 1.14], [-0.55, -0.78, 3.72], [0.82, 0.74, 1.64], [2.34, -2.20, 3.55], [2.70, -0.49, 3.85], [3.16, -1.23, 2.31], [0.13, -3.05, 1.69], [1.10, -2.27, 0.43], [-0.62, -1.88, 0.58], [-0.55, -1.75, 4.23], [-1.56, -0.62, 3.31], [-0.37, 0.00, 4.46]],
  "lowdin_charge": [0.655, -0.054, -0.134, -0.065, -0.058, -0.011, -0.786, 0.598, -0.288, -0.014, -0.077, -0.061, -0.116, 0.130, 0.085, 0.069, 0.087, 0.115, 0.118, 0.109, 0.101, 0.098, 0.095, 0.570, -0.700, -0.139, -0.072, -0.364, -0.267, -0.073, -0.137, 0.092, 0.104, 0.004, 0.003, 0.104, 0.093, -0.194, 0.158, -0.183, -0.194, -0.507, 0.012, 0.013, 0.009, 0.020, 0.003, 0.007, 0.012, 0.018, 0.015],
  "homo_lumo_gap_ev": 5.8119,
  "homo_energy_ev": -3.3,
  "charge": -1,
  "largest_force_ev_per_a": 0.6,
  "de_lowest_kcal_mol": 2.35
}

=====

No. 2
{
  "formula": "C2H2S2",
  "method": "ωB97M-V with the def2-TZVPD basis set",
  "species": ["S", "C", "C", "S", "H", "H"],
  "coordinates": [[2.88, -0.11, -0.27], [1.35, 0.30, 0.29], [0.31, 1.26, 0.30], [-1.27, 1.60, 0.37], [3.24, -0.92, 0.62], [-1.76, 0.88, -0.61]],
  "lowdin_charge": [0.768, -0.560, -0.647, 0.770, -0.195, -0.136],
  "homo_lumo_gap_ev": 8.8036,
  "homo_energy_ev": -8.6,
  "smiles": "SC#CS",
  "charge": 0,
  "largest_force_ev_per_a": 10.9,
  "de_lowest_kcal_mol": 59.08
}

=====

No. 3
{
  "formula": "C5H16CrF6N7O9S2",
  "method": "ωB97M-V with the def2-TZVPD basis set",
  "species": ["Cr", "C", "F", "F", "F", "S", "O", "O", "N", "S", "O", "O", "C", "F", "F", "F", "C", "O", "N", "N", "H", "H", "H", "H", "C", "O", "N", "N", "H", "H", "H", "H", "C", "O", "N", "N", "H", "H", "H", "H", "O", "H", "H", "O", "H", "H"],
  "coordinates": [[-0.41, 0.05, 0.12], [3.43, -1.69, -1.04], [3.49, -0.42, -0.60], [3.73, -1.77, -2.31], [4.31, -2.41, -0.35], [1.77, -2.51, -0.66], [1.84, -3.75, -1.35], [1.72, -2.60, 0.76], [0.66, -1.29, -1.19], [0.36, -1.53, -2.76], [-0.15, -0.33, -3.41], [1.33, -2.18, -3.60], [-1.14, -2.74, -2.76], [-2.32, -2.16, -2.39], [-1.26, -3.16, -4.01], [-1.01, -3.73, -1.90], [-2.02, 2.33, 1.92], [-1.40, 1.33, 1.50], [-3.25, 2.66, 1.49], [-1.47, 3.19, 2.81], [-3.74, 3.39, 1.97], [-3.65, 2.17, 0.72], [-2.09, 3.72, 3.40], [-0.58, 2.86, 3.13], [0.60, 2.42, -1.87], [-0.18, 1.72, -1.19], [0.61, 2.36, -3.21], [1.53, 3.26, -1.37], [1.23, 2.97, -3.70], [0.06, 1.66, -3.69], [1.52, 3.18, -0.37], [1.96, 4.00, -1.88], [-0.47, -1.53, 2.97], [-0.73, -1.30, 1.78], [0.77, -1.70, 3.45], [-1.49, -1.77, 3.83], [0.95, -2.07, 4.36], [1.50, -1.45, 2.81], [-1.26, -1.93, 4.80], [-2.43, -1.82, 3.50], [-2.38, -0.07, -0.78], [-3.00, 0.66, -0.76], [-2.83, -0.76, -1.28], [1.59, 0.80, 0.99], [1.90, 1.65, 1.32], [2.39, 0.29, 0.80]],
  "lowdin_charge": [0.793, -0.664, 0.115, 0.186, 0.158, 0.667, -0.221, -0.266, -0.344, 0.630, -0.289, -0.245, -0.613, 0.088, 0.174, 0.151, -0.598, -0.043, 0.203, 0.188, 0.119, 0.109, 0.116, 0.119, -0.603, -0.057, 0.197, 0.188, 0.114, 0.091, 0.102, 0.117, -0.613, -0.052, 0.204, 0.187, 0.120, 0.094, 0.107, 0.118, -0.050, 0.067, 0.066, -0.052, 0.075, 0.048],
  "homo_lumo_gap_ev": [8.1884, 10.2878],
  "s_squared": 6.00,
  "homo_energy_ev": [-10.9, -13.1],
  "spin_multiplicity": 5,
  "charge": 1,
  "largest_force_ev_per_a": 3.3,
  "de_lowest_kcal_mol": 0.00
}

=====

No. 4
{
  "formula": "C4H7N2",
  "method": "ωB97M-V with the def2-TZVPD basis set",
  "species": ["C", "N", "C", "C", "C", "N", "H", "H", "H", "H", "H", "H", "H"],
  "coordinates": [[-1.47, 0.06, 0.16], [-0.77, -1.05, -0.01], [0.57, -0.77, -0.49], [1.37, -0.08, 0.57], [0.60, 0.73, -0.40], [-0.71, 1.08, -0.05], [-2.48, 0.14, 0.63], [-1.25, -1.93, -0.15], [0.98, -1.37, -1.24], [2.38, -0.06, 0.64], [0.81, -0.12, 1.45], [1.09, 1.42, -1.26], [-1.13, 1.96, 0.16]],
  "lowdin_charge": [-0.049, 0.129, -0.137, 0.010, -0.195, 0.117, 0.195, 0.171, 0.145, 0.099, 0.120, 0.217, 0.178],
  "homo_lumo_gap_ev": 10.9973,
  "homo_energy_ev": -14.7,
  "smiles": "C1=[NH+][C@@H]2C[C@@H]2N1",
  "charge": 1,
  "largest_force_ev_per_a": 5.2,
  "de_lowest_kcal_mol": 45.97
}